# 1
{
  "formula": "C2H5NO2",
  "method": "ωB97M-V/def2-TZVPD",
  "elements": ["H", "N", "H", "H", "H", "H", "C", "O", "O", "C"],
  "xyz": [[-1.5772, 1.2167, -0.2464], [-0.0684, -0.6062, 0.0746], [0.0540, -3.3016, 0.2500], [1.6181, 0.5057, 0.0771], [-0.1722, 2.2620, -0.6975], [-0.7658, 2.2483, 0.8638], [0.4558, 0.5196, 0.1651], [0.1928, -2.8266, -0.5171], [0.7937, -1.6306, -0.0201], [-0.5308, 1.6127, 0.0506]],
  "lowdin_charge": [0.119, -0.010, 0.044, 0.160, 0.051, 0.051, -0.206, 0.029, -0.149, -0.089],
  "orbital_gap_ev": 11.01,
  "charge": 0,
  "e_lumo_ev": 1.2,
  "homo_energy_ev": -9.8117,
  "smiles": "C/C=N/OO"
}

=====

# 2
{
  "formula": "C3H9N3O",
  "method": "ωB97M-V/def2-TZVPD",
  "elements": ["C", "H", "C", "C", "N", "H", "N", "H", "N", "H", "H", "H", "H", "O", "H", "H"],
  "xyz": [[0.7506, -0.4191, 0.7815], [3.3445, -0.5737, -0.8729], [-1.5097, 0.0128, -0.1651], [2.0308, 0.3390, 0.4429], [2.5160, 0.0081, -0.9028], [2.7957, 0.8446, -1.3965], [-2.0328, 0.0266, 1.1136], [1.0433, -1.4455, 1.0329], [-0.2038, -0.4247, -0.3023], [1.8639, 1.4204, 0.4006], [0.3081, 0.0097, 1.6829], [-2.9521, 0.4321, 1.1616], [2.7304, 0.1313, 1.2532], [-2.0935, 0.5572, -1.0844], [-1.8390, -0.7172, 1.7643], [0.0756, -0.0338, -1.1940]],
  "lowdin_charge": [-0.222, 0.066, -0.618, -0.262, -0.005, 0.064, 0.142, 0.110, 0.053, 0.113, 0.105, 0.099, 0.105, 0.032, 0.093, 0.122],
  "orbital_gap_ev": 10.09,
  "charge": 0,
  "e_lumo_ev": 0.9,
  "homo_energy_ev": -9.2323,
  "smiles": "NCCNC(N)=O"
}

=====

# 3
{
  "formula": "C5H9NS",
  "method": "ωB97M-V/def2-TZVPD",
  "elements": ["N", "H", "H", "S", "H", "H", "C", "H", "C", "C", "H", "C", "C", "H", "H", "H"],
  "xyz": [[0.5154, -0.3241, 0.3084], [-0.5879, 1.6125, 1.2973], [0.3910, 2.5033, 0.0486], [-3.1108, -0.3863, -0.1202], [-0.1356, 0.4610, -1.4795], [-1.3802, 2.4828, 0.0125], [-0.5364, -1.3585, 0.4019], [-0.8387, -1.8506, 1.3421], [-0.3425, 0.5818, -0.3858], [1.8288, -0.6956, -0.2525], [1.7725, -1.2909, -1.1811], [-1.4764, -0.3612, -0.0767], [-0.4565, 1.8842, 0.2712], [2.3671, 0.2259, -0.4820], [-0.4192, -2.2168, -0.2025], [2.4094, -1.2676, 0.4982]],
  "lowdin_charge": [-0.168, 0.084, 0.075, 0.707, 0.172, 0.105, -0.186, 0.130, -0.423, -0.068, 0.081, -0.737, -0.047, 0.080, 0.109, 0.088],
  "orbital_gap_ev": 8.54,
  "charge": 0,
  "e_lumo_ev": -0.1,
  "homo_energy_ev": -8.6498,
  "smiles": "C[C@@H]1C(=S)CN1C"
}

=====

# 4
{
  "formula": "C4H12BrN3O",
  "method": "ωB97M-V/def2-TZVPD",
  "elements": ["O", "Br", "C", "H", "H", "H", "C", "H", "H", "H", "C", "H", "H", "N", "N", "N", "H", "H", "H", "H", "C"],
  "xyz": [[-2.0413, 0.2286, 0.2523], [0.7769, 1.3760, 1.7421], [0.5122, -0.0403, -0.7279], [0.7261, 2.0125, -2.6723], [0.4914, -1.6804, -2.3634], [1.1250, -1.1963, 1.1169], [0.4940, -0.3054, 0.7800], [-0.3959, 0.2136, -1.1066], [-2.6796, 0.3057, 2.3771], [-1.5811, -1.6067, 1.0018], [1.6614, 0.7385, -1.2817], [-0.9169, 0.5077, 2.8415], [1.5882, -1.9070, -1.0770], [1.0801, -1.1692, -1.5412], [-1.6512, -0.1436, 2.5412], [1.5676, 1.6140, -2.2527], [2.3778, 2.0949, -2.7227], [-2.6486, -0.2926, -0.3580], [-1.7754, -0.8373, 3.3345], [2.6321, 0.6720, -0.9759], [-1.3426, -0.5845, 1.0921]],
  "lowdin_charge": [-0.008, 0.900, -0.372, 0.157, 0.208, 0.136, -0.434, 0.101, 0.250, 0.141, -0.070, 0.014, 0.102, 0.086, 0.164, 0.213, 0.186, 0.186, 0.203, 0.132, -0.293],
  "orbital_gap_ev": 10.91,
  "charge": 2,
  "e_lumo_ev": -6.9,
  "homo_energy_ev": -17.7670,
  "smiles": "N[C@H](C=[NH2+])[C@@H](Br)[C@@H]([NH3+])O"
}

=====

# 5
{
  "formula": "C29H19BrF5NOPPtSe4Te",
  "method": "ωB97M-V/def2-TZVPD",
  "elements": ["C", "H", "F", "H", "H", "H", "C", "Br", "C", "H", "F", "C", "C", "C", "O", "N", "H", "F", "C", "C", "H", "C", "C", "Se", "C", "C", "Se", "C", "C", "F", "H", "C", "H", "H", "H", "C", "P", "H", "C", "Te", "H", "C", "C", "C", "C", "H", "H", "Se", "C", "C", "C", "C", "H", "Pt", "H", "C", "C", "H", "Se", "C", "F", "C", "H"],
  "xyz": [[3.2330, -6.5064, 0.2243], [1.0330, 2.0213, -2.8086], [4.6216, -7.1000, -3.0552], [-5.0476, -1.3160, -2.9595], [-0.2331, 4.7812, 2.9749], [-2.5035, 0.6120, 1.5728], [-2.9210, -1.1464, -2.7640], [-1.0370, -1.9508, 1.1263], [-4.4983, 0.2582, -1.6090], [-2.7164, -1.9539, -3.4571], [1.7734, -4.8408, 0.9653], [3.9076, -6.5493, -2.0862], [-1.5816, 3.2072, 3.5472], [-0.2003, -1.3363, 3.7396], [0.3835, -0.9816, 5.9719], [0.8729, -0.1276, 1.9700], [0.1312, 3.8826, 0.7008], [3.2961, -7.0187, 1.4442], [-0.7315, 3.8690, 2.6701], [-1.1632, 2.1922, 0.9882], [-0.9263, -2.0747, 4.0508], [-0.5427, 4.8805, -3.6978], [-2.1399, 0.5685, -1.2610], [1.3890, -3.2499, -1.6349], [3.1220, -5.4402, -2.3272], [-1.5508, 3.9200, -1.7338], [2.7864, 0.1302, -2.8933], [0.3893, 3.8535, -3.7312], [0.3419, 2.8508, -2.7729], [3.0804, -4.9292, -3.5523], [-5.5213, 0.5424, -1.3979], [3.9604, -7.0764, -0.8073], [-2.3032, 3.9518, -0.9524], [-3.6640, 1.7512, -0.3108], [0.9769, -0.4897, 6.5489], [-0.5239, 3.3658, 1.3944], [-0.7128, 1.4831, -0.6118], [-2.9001, 1.5344, 3.8223], [2.4566, -5.3959, -0.0318], [4.1379, 1.8582, -1.8249], [-2.2572, 5.6956, -2.6928], [2.3973, -4.8442, -1.3053], [1.4773, 0.2931, 4.2449], [1.5965, 0.5183, 2.8926], [-2.2211, 2.0418, 3.1470], [-1.7512, 3.6042, 4.5402], [1.1501, 3.8292, -4.5022], [2.6828, 2.3381, 0.0890], [0.5681, -0.6641, 4.6857], [-4.2321, -0.7816, -2.4881], [-1.8753, -0.4715, -2.1534], [-0.6164, 2.8847, -1.7634], [-0.8469, -0.7434, -2.3545], [1.1896, 0.1448, -0.4179], [2.0889, 0.8513, 4.9440], [-2.0074, 1.5264, 1.8761], [-1.5161, 4.9057, -2.7067], [-0.5213, 5.6625, -4.4468], [2.6579, -1.8468, -0.3888], [-3.4549, 0.9387, -0.9963], [4.7167, -8.1298, -0.5648], [-0.0024, -1.0316, 2.4134], [2.3022, 1.2483, 2.5173]],
  "lowdin_spin": [0.000, 0.004, 0.000, 0.000, 0.000, 0.000, 0.001, 0.039, 0.001, 0.000, 0.006, 0.000, 0.003, 0.003, -0.001, 0.108, 0.003, 0.000, 0.000, 0.002, 0.001, 0.000, 0.026, 0.208, 0.005, 0.002, 0.603, 0.001, 0.003, 0.004, 0.000, 0.002, 0.000, 0.000, 0.000, 0.005, 0.080, 0.000, 0.007, 0.492, 0.000, 0.019, 0.004, 0.011, 0.000, 0.000, 0.000, 0.558, -0.003, 0.002, 0.016, 0.006, 0.011, 1.057, 0.001, 0.003, 0.000, 0.000, 0.686, 0.005, 0.001, 0.010, 0.007],
  "orbital_gap_ev": [7.24, 5.62],
  "charge": 1,
  "spin_multiplicity": 5,
  "e_lumo_ev": [-2.9, -5.2],
  "homo_energy_ev": [-10.1514, -10.8718],
  "s2": 6.024
}

=====

Record order is preserved below.
Energy relative to the best compared isomer or geometry (same formula, charge and spin): 5.715, 0.196, 2.033, 0.000, 0.000 eV